# 1
C28H24AsCl2CrN5S4 | ωB97M-V/def2-TZVPD

The geometry in XYZ format:
```
65
C28H24AsCl2CrN5S4 ωB97M-V/def2-TZVPD
Cr -0.3562 0.3317 0.1679
S -1.0740 1.1029 2.1542
C 0.1698 2.1537 2.8702
C 0.0166 2.5378 4.2050
C 0.9323 3.3845 4.8040
C 2.0127 3.8807 4.0812
C 2.1670 3.5114 2.7548
C 1.2612 2.6436 2.1570
As 1.3486 2.0930 0.3044
C 1.2206 3.8475 -0.5493
C -0.0340 4.3598 -0.8651
C -0.1537 5.6384 -1.3941
C 0.9748 6.4155 -1.6094
C 2.2278 5.9095 -1.2936
C 2.3515 4.6315 -0.7658
C 3.2151 1.6960 -0.0026
C 3.6724 1.6500 -1.3164
C 4.9985 1.3444 -1.5810
C 5.8719 1.0809 -0.5356
C 5.4137 1.1103 0.7715
C 4.0850 1.4071 1.0404
H -0.8321 2.1650 4.7646
H 0.7993 3.6661 5.8414
H 2.7259 4.5479 4.5477
H 2.9985 3.9024 2.1791
H -0.9243 3.7662 -0.7087
H -1.1363 6.0224 -1.6384
H 0.8797 7.4120 -2.0228
H 3.1148 6.5094 -1.4570
H 3.3363 4.2461 -0.5329
H 2.9935 1.8526 -2.1365
H 5.3445 1.2949 -2.6058
H 6.9013 0.8178 -0.7414
H 6.0802 0.8586 1.5859
H 3.7260 1.3874 2.0610
S 1.2913 -1.0578 1.1202
C 2.1514 -2.1547 0.0367
C 3.5757 -1.9934 0.0584
N 4.7210 -1.8613 0.1190
C 1.6055 -3.1757 -0.7083
S 0.0087 -3.7281 -0.8154
C 2.5379 -3.8631 -1.5972
N 3.2260 -4.4048 -2.3451
Cl -2.5667 -1.6610 -2.4147
C -3.1663 -1.8590 -0.7789
Cl -2.0637 -1.3446 0.5327
H -3.3233 -2.9167 -0.6020
H -4.0716 -1.2746 -0.6677
N -2.5412 2.0140 -1.4659
C -1.7448 1.3936 -0.8949
C 1.6724 -1.4702 -4.6793
N 0.5172 -0.6093 -4.5760
C -0.1017 -0.0366 -5.7583
C -1.2398 0.8066 -5.1652
N -0.8416 0.9090 -3.7736
C 0.1076 0.0223 -3.4546
S 0.7685 -0.3313 -1.9472
H 1.4362 -2.3228 -5.3166
H 1.9386 -1.8422 -3.6932
H 2.5236 -0.9287 -5.1044
H -0.4723 -0.8272 -6.4124
H 0.6197 0.5654 -6.3230
H -2.2058 0.3032 -5.2615
H -1.3140 1.7906 -5.6258
H -1.3977 1.3635 -3.0525
```

<S²>: 0.798
HOMO-LUMO gap (alpha / beta): 5.27 / 6.15 eV
E_tot: -7148.60693 Ha
multiplicity: 2
E_LUMO (alpha / beta): 1.334 / 2.176 eV
molar mass: 756.6 g/mol
ΔE to the lowest compared entry with this formula, charge and spin: 38.3 kcal per mole
charge: -1


# 2
C28H24BN5O2Pt | ωB97M-V/def2-TZVPD

The geometry in XYZ format:
```
61
C28H24BN5O2Pt ωB97M-V/def2-TZVPD
Pt -0.4313 -0.0411 -0.4887
C -2.6637 -1.4604 3.2113
C -3.5487 -0.3946 3.3103
C -3.1454 0.8478 2.8634
C -1.8743 0.9885 2.2923
N -1.0335 -0.0440 2.1710
C -1.4241 -1.2244 2.6417
N -1.5058 2.2683 1.8991
C -0.7131 2.5739 0.9506
N -0.0930 1.8148 -0.0404
C 0.8064 2.5693 -0.7494
N 1.6463 2.2392 -1.6620
C 1.9198 0.9582 -2.0911
C 2.4564 0.8403 -3.3846
C 2.8254 -0.3971 -3.8608
C 2.6970 -1.5083 -3.0283
C 2.1788 -1.3100 -1.7677
N 1.7769 -0.1217 -1.3033
C 0.7015 3.9542 -0.2526
C 1.3642 5.1042 -0.6380
C 1.0457 6.2747 0.0365
C 0.1058 6.2817 1.0657
C -0.5457 5.1190 1.4550
C -0.2338 3.9605 0.7698
H -2.9242 -2.4499 3.5590
H -4.5344 -0.5278 3.7358
H -3.7785 1.7205 2.9319
H -0.7054 -2.0321 2.5380
H 2.5656 1.7411 -3.9694
H 3.2234 -0.5002 -4.8613
H 2.9898 -2.4978 -3.3466
H 2.0767 -2.1394 -1.0747
H 2.0966 5.0814 -1.4322
H 1.5357 7.2002 -0.2361
H -0.1147 7.2131 1.5700
H -1.2689 5.1072 2.2578
C -8.9876 -1.2008 -1.1122
C -8.1226 -1.4207 0.1358
C -8.8676 -0.8933 1.3701
C -7.9168 -2.9248 0.3218
C -6.7998 -0.6733 -0.0362
C -6.8098 0.7226 -0.1155
C -5.6560 1.4787 -0.2883
C -4.4694 0.7863 -0.3820
O -3.1919 1.2642 -0.5259
B -2.3704 0.1423 -0.4962
O -3.1419 -1.0276 -0.4019
C -4.4431 -0.5970 -0.3088
C -5.5828 -1.3505 -0.1405
H -9.9312 -1.7423 -1.0189
H -8.4744 -1.5562 -2.0068
H -9.2171 -0.1448 -1.2549
H -9.8079 -1.4329 1.4992
H -9.1032 0.1664 1.2805
H -8.2685 -1.0303 2.2715
H -8.8836 -3.4083 0.4694
H -7.2988 -3.1418 1.1945
H -7.4519 -3.3811 -0.5533
H -7.7532 1.2469 -0.0423
H -5.6828 2.5578 -0.3425
H -5.5148 -2.4256 -0.0806
```

HOMO-LUMO gap: 7.06 eV
E_tot: -1649.91594 Ha
multiplicity: 1
E_LUMO: -0.638 eV
molar mass: 668.4 g/mol
ΔE to the lowest compared entry with this formula, charge and spin: 34.0 kcal per mole


# 3
C28H24KN2O8PS3 | ωB97M-V/def2-TZVPD

The geometry in XYZ format:
```
67
C28H24KN2O8PS3 ωB97M-V/def2-TZVPD
K 0.9362 2.2344 0.6042
O 2.7845 0.6954 3.9703
S 1.8240 0.4913 2.9023
O 0.6259 1.3198 2.9823
O 2.4234 0.5585 1.5658
C 1.2824 -1.1981 3.0437
C 1.5298 -1.8705 4.2377
C 1.1313 -3.1921 4.3699
C 0.4983 -3.8322 3.3122
C 0.2577 -3.1530 2.1260
C 0.6380 -1.8247 1.9627
P 0.2868 -0.8122 0.4283
C 1.6006 -1.4652 -0.7023
C 1.4890 -1.2412 -2.0776
C 2.4989 -1.6552 -2.9400
C 3.6401 -2.2779 -2.4503
C 3.7711 -2.4776 -1.0813
C 2.7600 -2.0725 -0.2193
C -1.2073 -1.7355 -0.1575
C -1.2445 -2.6928 -1.1663
C -2.4433 -3.3010 -1.5315
C -3.6241 -2.9701 -0.8836
C -3.6013 -2.0181 0.1314
C -2.4076 -1.4047 0.4797
H 2.0413 -1.3492 5.0349
H 1.3169 -3.7244 5.2954
H 0.1908 -4.8671 3.4084
H -0.2446 -3.6641 1.3110
H 0.6323 -0.7130 -2.4914
H 2.3879 -1.4654 -4.0008
H 4.4274 -2.5910 -3.1257
H 4.6641 -2.9412 -0.6785
H 2.8880 -2.2195 0.8470
H -0.3332 -2.9596 -1.6888
H -2.4506 -4.0315 -2.3318
H -4.5579 -3.4370 -1.1737
H -4.5194 -1.7362 0.6332
H -2.4024 -0.6436 1.2540
O -0.8130 0.7086 -3.5755
C -1.3114 1.0428 -2.4880
O -0.7634 1.1284 -1.3606
C -2.8146 1.3496 -2.4912
C -3.5616 1.2249 -3.6586
C -4.9297 1.4505 -3.6526
C -5.5237 1.8020 -2.4561
C -4.8170 1.9508 -1.2814
C -3.4491 1.7210 -1.3133
N -6.9994 2.0260 -2.4309
O -7.6024 1.9554 -3.4854
O -7.5203 2.2599 -1.3580
H -3.0383 0.9341 -4.5601
H -5.5298 1.3539 -4.5459
H -5.3286 2.2342 -0.3734
H -2.8446 1.8229 -0.4235
C 5.3112 1.7901 1.4097
S 4.2569 3.0272 0.6866
C 3.6632 3.7291 2.2148
O 5.1851 4.0459 0.0807
H 6.0990 2.3461 1.9248
H 5.7285 1.2107 0.5876
H 4.7590 1.1375 2.0852
H 3.1824 2.9675 2.8302
H 2.9588 4.5187 1.9502
H 4.5387 4.1353 2.7279
S 0.2295 7.5898 0.6830
C 0.5947 5.9560 0.5747
N 0.8494 4.8188 0.4994
```

HOMO-LUMO gap: 6.21 eV
E_tot: -3928.79858 Ha
multiplicity: 1
E_LUMO: 3.562 eV
molar mass: 682.8 g/mol
ΔE to the lowest compared entry with this formula, charge and spin: 11.8 kcal per mole
charge: -2


# 4
C28H24N4RuS5 | ωB97M-V/def2-TZVPD

The geometry in XYZ format:
```
62
C28H24N4RuS5 ωB97M-V/def2-TZVPD
Ru 0.5436 -0.4694 0.6257
S 0.4942 -1.6043 2.6267
C 1.4469 -0.4078 3.6533
C 1.0506 -0.1288 4.9560
C 1.7224 0.8540 5.6600
C 2.7428 1.5905 5.0924
C 3.1806 1.2778 3.7789
C 2.5124 0.3207 3.0771
S 2.9973 0.1509 1.4001
C 3.6260 -1.5447 1.3188
C 3.0160 -2.3213 0.1511
C 3.8421 -3.1809 -0.5548
C 3.3132 -3.9950 -1.5908
C 1.9822 -3.8089 -1.8880
C 1.2342 -2.8626 -1.2062
C -0.1460 -2.5145 -1.7464
S -1.3740 -1.6438 -0.7016
C -1.8169 -0.0252 -1.3451
C -2.3764 0.1579 -2.7813
C -3.3427 1.3183 -2.9463
C -3.0981 2.6269 -2.6195
C -1.9574 3.0744 -1.9346
C -0.7917 2.3923 -1.4782
S 0.4177 3.3194 -0.8159
N 1.7357 -2.1227 -0.2273
H 0.1958 -0.6186 5.3805
H 1.3383 1.1768 6.5960
H 3.2365 2.3494 5.7378
H 3.8730 1.8700 3.1852
H 3.2875 -2.0533 2.2233
H 4.6946 -1.4993 1.2995
H 4.8741 -3.2283 -0.2906
H 3.8607 -4.7669 -2.2045
H 1.5205 -4.3383 -2.6747
H -0.6996 -3.4429 -2.0368
H -0.0402 -1.9028 -2.6611
H -2.5596 -0.7880 -3.2741
H -4.1928 1.1580 -3.6038
H -3.7798 3.4324 -2.8846
H -1.9243 4.1481 -1.6387
C -3.1561 2.0658 2.9516
N -3.3227 1.5023 1.5593
C -4.4356 1.0368 0.9256
C -4.0825 0.3839 -0.1920
N -2.7176 0.4653 -0.2667
C -2.2839 1.1683 0.7953
S -0.6650 1.4946 1.2879
C -0.6101 0.9132 -1.7551
C -0.9591 0.7212 -3.2271
C -0.0609 -0.0985 -4.0201
C 1.2969 -0.1520 -3.5820
C 1.5643 -0.0135 -2.2161
N 0.6648 0.4105 -1.2633
H -4.0873 2.0257 3.5192
H -2.6426 3.0484 2.8722
H -2.4173 1.4534 3.5027
H -5.4481 1.2454 1.2519
H -4.5909 -0.1321 -1.0149
H -1.0757 1.6795 -3.7647
H -0.3059 -0.4559 -4.9985
H 2.1367 -0.5779 -4.1939
H 2.5591 -0.1339 -1.8289
```

<S²>: 8.880
HOMO-LUMO gap (alpha / beta): 6.14 / 6.25 eV
E_tot: -3385.88078 Ha
multiplicity: 6
E_LUMO (alpha / beta): -2.630 / -4.086 eV
molar mass: 677.9 g/mol
ΔE to the lowest compared entry with this formula, charge and spin: 73.8 kcal per mole
charge: +1


# 5
C28H24O3S | ωB97M-V/def2-TZVPD

The geometry in XYZ format:
```
56
C28H24O3S ωB97M-V/def2-TZVPD
C 3.8375 -2.3383 1.2139
C 2.8734 -2.0847 2.1889
C 1.5357 -1.8681 1.8259
C 1.1896 -1.8281 0.4723
S -1.1145 -0.0642 0.4346
C -0.2517 -1.5043 0.0274
C -1.2260 -2.5824 0.6111
O -0.7928 -3.5445 1.2297
C -2.7008 -2.2741 0.5906
C -3.3022 -1.5172 -0.4396
C -4.4465 -0.7621 -0.1813
C -5.1384 -0.9578 1.0125
C -4.7023 -1.9440 1.9121
C -3.5142 -2.6452 1.6704
O -1.5748 -0.1352 1.8008
O -1.9114 0.4375 -0.6556
C 2.1339 -2.1876 -0.4974
C 3.4607 -2.4189 -0.1279
H 4.8786 -2.4964 1.4968
H 3.1455 -2.0694 3.2421
H 0.7834 -1.6918 2.6065
H -0.3137 -1.4790 -1.0696
H -2.8758 -1.5984 -1.4379
H -4.7825 -0.0136 -0.9033
H -6.0267 -0.3607 1.2267
H -5.2894 -2.1533 2.8131
H -3.1728 -3.4307 2.3495
H 1.8263 -2.2374 -1.5493
H 4.1910 -2.6531 -0.9007
C 3.7994 1.3538 -4.2476
C 2.9186 1.1798 -3.0432
C 3.4833 1.0620 -1.7700
C 2.6758 0.9279 -0.6536
C 1.2847 0.8218 -0.7902
C 0.4307 0.6999 0.4631
C -0.1865 2.0220 0.9288
C -0.8326 1.9723 2.2062
C -1.9261 2.7840 2.4601
C -2.3181 3.7114 1.4893
C -1.5513 3.9056 0.3339
C -0.4547 3.0859 0.0620
C 0.7100 0.9560 -2.0473
C 1.5275 1.1247 -3.1722
H 3.2844 1.9111 -5.0347
H 4.7222 1.8827 -3.9889
H 4.0868 0.3801 -4.6615
H 4.5674 1.1081 -1.6524
H 3.1190 0.8579 0.3439
H 0.9919 0.2839 1.3048
H -0.4045 1.3339 2.9739
H -2.4594 2.6637 3.4059
H -3.2136 4.3087 1.6605
H -1.8154 4.6833 -0.3814
H 0.1460 3.1959 -0.8420
H -0.3741 0.9448 -2.1550
H 1.0693 1.2419 -4.1547
```

HOMO-LUMO gap: 8.73 eV
E_tot: -1705.16026 Ha
multiplicity: 1
E_LUMO: 0.291 eV
molar mass: 440.6 g/mol
ΔE to the lowest compared entry with this formula, charge and spin: 33.2 kcal per mole


# 6
C28H25AsN4RuS2 | ωB97M-V/def2-TZVPD

The geometry in XYZ format:
```
61
C28H25AsN4RuS2 ωB97M-V/def2-TZVPD
Ru 0.9455 1.5910 -0.1360
S 2.6172 1.6643 1.5165
C 3.5042 0.2410 0.9715
C 4.2489 -0.4731 1.9122
C 4.9759 -1.5889 1.5420
C 5.7197 -2.3037 2.5439
N 6.2948 -2.8752 3.3560
C 4.9738 -2.0146 0.2039
C 4.2381 -1.3129 -0.7332
C 3.4906 -0.1922 -0.3643
S 2.5355 0.6012 -1.6026
C 5.7141 -3.1755 -0.2085
N 6.2845 -4.1073 -0.5594
H 4.2590 -0.1544 2.9454
H 4.2338 -1.6424 -1.7630
N 1.0806 3.5024 -1.4527
C 0.0850 4.5392 -1.1097
C -0.0293 4.6299 0.4001
N -0.4258 3.3120 0.9252
H 2.0259 3.8353 -1.2771
H 1.0458 3.2752 -2.4412
H -0.8713 4.2359 -1.5438
H 0.3457 5.5095 -1.5370
H -0.7267 5.4227 0.6810
H 0.9428 4.8808 0.8321
H -1.4096 3.1293 0.7360
H -0.3155 3.2692 1.9331
C -5.0097 2.1518 -0.4668
C -4.3867 1.9699 0.7608
C -3.2080 1.2409 0.8413
C -2.6520 0.6932 -0.3126
C -3.2759 0.8749 -1.5420
C -4.4578 1.6025 -1.6141
As -0.9397 -0.1853 -0.1698
C -0.7847 -1.4353 -1.6254
C -0.5553 -0.9417 -2.9070
C -0.3896 -1.8152 -3.9693
C -0.4365 -3.1859 -3.7507
C -0.6472 -3.6780 -2.4728
C -0.8238 -2.8061 -1.4055
C -1.1201 -1.2408 1.4229
C -2.3000 -1.9558 1.6297
C -2.4450 -2.7273 2.7710
C -1.4165 -2.7841 3.7056
C -0.2484 -2.0677 3.5007
C -0.0977 -1.2900 2.3584
H -5.9331 2.7115 -0.5267
H -4.8273 2.3831 1.6581
H -2.7477 1.0792 1.8112
H -2.8649 0.4353 -2.4405
H -4.9503 1.7302 -2.5687
H -0.4819 0.1255 -3.0885
H -0.2100 -1.4284 -4.9631
H -0.2992 -3.8698 -4.5769
H -0.6711 -4.7451 -2.2989
H -0.9785 -3.2086 -0.4127
H -3.1094 -1.9119 0.9092
H -3.3579 -3.2842 2.9323
H -1.5324 -3.3875 4.5954
H 0.5495 -2.1120 4.2296
H 0.8258 -0.7357 2.2151
```

<S²>: 8.771
HOMO-LUMO gap (alpha / beta): 7.80 / 6.39 eV
E_tot: -4427.77897 Ha
multiplicity: 6
E_LUMO (alpha / beta): -2.558 / -5.091 eV
molar mass: 657.7 g/mol
ΔE to the lowest compared entry with this formula, charge and spin: 0.0 kcal per mole
charge: +1


# 7
C28H25BaF12N6O2S | ωB97M-V/def2-TZVPD

The geometry in XYZ format:
```
75
C28H25BaF12N6O2S ωB97M-V/def2-TZVPD
Ba 0.2099 0.5038 -1.0090
C -3.1569 -2.7041 -1.0725
C -2.7370 -1.4392 -0.3744
N -2.0483 -1.4063 0.6955
N -1.6225 -2.5526 1.2448
C -1.3169 -2.6346 2.5765
N -0.7783 -3.8360 2.9170
S -1.7157 -1.4820 3.6849
C -3.1756 -0.1250 -0.8841
C -4.4467 0.0630 -1.4254
C -4.8057 1.3220 -1.8734
C -3.8963 2.3624 -1.7592
C -2.6628 2.0892 -1.1891
N -2.3049 0.8802 -0.7762
H -2.2792 -3.2957 -1.3346
H -3.6912 -2.4928 -1.9948
H -3.7918 -3.3033 -0.4132
H -1.4802 -3.3731 0.6673
H -0.1383 -4.2479 2.2481
H -0.4477 -3.8591 3.8663
H -5.1487 -0.7591 -1.4714
H -5.7848 1.4886 -2.3047
H -4.1334 3.3614 -2.0982
H -1.9146 2.8675 -1.0574
C 6.5393 2.7617 1.9547
C 5.3805 1.9104 1.4982
C 5.5209 0.5590 1.2174
C 4.4432 -0.1752 0.7742
C 3.1586 0.3812 0.5734
N 2.1551 -0.3874 0.0269
C 2.1413 -1.7316 0.2718
C 2.4797 -2.2368 1.5527
C 2.4820 -3.5806 1.8495
C 2.1170 -4.5225 0.8904
C 2.0967 -6.0068 1.1780
C 1.7480 -4.0491 -0.3645
C 1.7420 -2.6988 -0.7020
C 1.2970 -2.2353 -2.1034
O 0.3643 -1.2663 -2.0887
C 2.5827 -1.8083 -2.9061
F 2.3169 -1.5946 -4.2246
F 3.1260 -0.6642 -2.4650
F 3.5532 -2.7477 -2.8574
C 0.6818 -3.4053 -2.9581
F -0.3344 -4.0056 -2.2800
F 1.5193 -4.4015 -3.3349
F 0.1280 -2.9376 -4.0922
C 3.0152 1.7676 0.8660
C 4.1258 2.4764 1.3172
C 1.6481 2.4732 0.7051
O 1.0536 2.3324 -0.4917
C 0.7126 1.9408 1.8616
F 0.1651 0.7459 1.5352
F 1.3521 1.7605 3.0318
F -0.3384 2.7451 2.1334
C 1.7538 4.0182 0.9437
F 2.6545 4.5791 0.1104
F 2.0862 4.4007 2.2036
F 0.5804 4.6275 0.6700
H 7.4043 2.1431 2.1964
H 6.2719 3.3456 2.8381
H 6.8345 3.4671 1.1730
H 6.4860 0.0775 1.3434
H 4.5799 -1.2206 0.5316
H 2.7438 -1.5158 2.3154
H 2.7538 -3.9075 2.8494
H 2.4254 -6.2154 2.1971
H 2.7571 -6.5442 0.4936
H 1.0913 -6.4200 1.0545
H 1.4994 -4.7952 -1.1064
H 4.0445 3.5259 1.5550
N 0.9794 1.4211 -3.3427
H 1.1394 0.5877 -3.9004
H 1.8539 1.6352 -2.8698
H 0.7903 2.1936 -3.9702
```

HOMO-LUMO gap: 5.70 eV
E_tot: -3183.21382 Ha
multiplicity: 1
E_LUMO: 2.076 eV
molar mass: 874.9 g/mol
ΔE to the lowest compared entry with this formula, charge and spin: 87.9 kcal per mole
charge: -1